Entry 1:
The following is a quantum chemistry calculation of C6H6O in the gas phase, from the OMol25 dataset.

Geometry (Å):
O 0.06977 -1.86125 1.64744
C 0.43437 -1.02144 0.60602
C -0.90426 -0.61180 -0.30481
C -0.46503 0.59651 -0.91861
C -0.12432 1.72250 -1.44120
C 1.08981 0.23123 0.96321
C 1.68624 1.32823 0.95986
H -0.05084 -1.30702 2.43206
H 1.02380 -1.61894 -0.09793
H -1.74384 -0.43885 0.37536
H -1.10848 -1.43588 -0.99572
H -0.66867 2.22216 -2.24149
H 0.76146 2.19455 -0.98419

Cartesian forces, eV/Å:
O -0.2 0.1 0.2
C -0.3 0.0 -0.5
C 0.2 -0.1 0.3
C 0.7 0.4 0.5
C 0.0 -0.3 0.2
C 0.0 0.4 -0.4
C -0.5 -0.5 0.0
H 0.1 -0.1 -0.1
H 0.0 0.1 0.1
H 0.2 0.0 -0.1
H 0.0 0.2 0.0
H 0.0 -0.2 0.1
H -0.2 -0.1 -0.1

As for the relative energy (zero: lowest compared OMol25 entry of this formula, charge and spin): 176.1 kcal/mol. As for the strongest force on any atom: 0.0191 Eh/bohr.

---

Entry 2:
The following is a quantum chemistry calculation of a molecular structure, C11H13BrN7O2Sr, from the OMol25 dataset.

Geometry (Å):
Sr -0.94037 0.08125 -0.58748
O -0.43997 -5.73343 2.70435
C -0.76651 -4.61332 2.05951
C -1.79556 -3.75805 2.45610
C -2.03366 -2.62641 1.71198
N -1.33319 -2.29447 0.61675
C -0.36507 -3.13358 0.26965
Br 0.62365 -2.62074 -1.27270
C -0.02545 -4.29090 0.92299
H -0.98625 -5.86476 3.49019
H -2.39275 -3.96971 3.33293
H -2.82037 -1.94162 2.00205
H 0.78143 -4.92720 0.59227
C 3.29850 2.54614 -3.96532
N 1.99028 2.03873 -3.59075
C 1.68673 1.49113 -2.40653
N 2.65118 1.39493 -1.47259
O 0.52753 1.06608 -2.17883
H 3.23710 2.94569 -4.97280
H 4.05309 1.75771 -3.95705
H 3.61016 3.35625 -3.30382
H 1.25259 2.01356 -4.27304
H 3.54824 1.83163 -1.59184
H 2.36092 1.17201 -0.53171
N 3.94910 0.27275 3.70841
C 3.06447 0.88888 3.29458
N 2.07525 1.65258 2.83386
C 1.23630 1.18055 2.01464
N 0.43322 0.80311 1.23829
C -4.73213 3.56821 0.26671
C -3.79434 2.52134 -0.10006
N -3.05286 1.69644 -0.38829
H -4.21778 4.32739 0.85349
H -5.54209 3.14423 0.85740
H -5.14139 4.02358 -0.63333

Cartesian forces, eV/Å:
Sr -0.2 0.2 0.1
O 0.0 0.0 0.0
C 0.0 0.1 0.0
C 0.0 0.0 0.0
C 0.0 0.0 0.0
N 0.1 0.0 0.0
C -0.1 0.0 0.1
Br 0.1 -0.1 -0.1
C 0.0 0.0 0.0
H 0.0 0.0 0.0
H 0.0 0.0 0.0
H 0.0 0.0 0.0
H 0.0 0.0 0.0
C 0.0 0.0 0.0
N 0.1 -0.1 0.0
C 0.0 0.1 0.1
N 0.0 0.1 0.1
O -0.1 -0.1 -0.1
H 0.0 0.0 0.0
H 0.0 0.0 0.0
H 0.0 0.0 0.0
H 0.0 0.0 0.0
H 0.0 0.0 0.0
H 0.0 0.0 0.0
N 0.0 0.0 0.0
C 0.0 0.0 0.0
N 0.0 0.0 0.0
C 0.1 -0.2 0.1
N 0.0 0.1 -0.1
C 0.0 0.0 0.0
C 0.0 0.0 0.0
N 0.1 -0.1 0.0
H 0.0 0.0 0.0
H 0.0 0.0 0.0
H 0.0 0.0 0.0

As for the relative energy (zero: lowest compared OMol25 entry of this formula, charge and spin): 11.1 kcal/mol. As for the strongest force on any atom: 0.0046 Eh/bohr. Its charge is +1.

---

What are the E_HOMO values for these records? In order: -0.317; -0.394 Ha.